A | ORCA calculation (ωB97M-V/def2-TZVPD) on a 2-piece molecular cluster, C3H3ClN4 overall.

The HOMO energy comes out at -8.552 eV. Its HOMO-LUMO gap is 7.90 eV.

Last columns: bonded neighbours and bond lengths (Å).
Positions of all 11 atoms, in Å:
1 C -1.63690 0.49668 0.57595  H4 1.145, H8 1.116, N10 1.265
2 N -2.45292 -1.57088 1.45888  N10 1.132
3 Cl 2.81361 -1.13506 -1.51709  C11 1.793
4 H -0.74501 0.93870 1.14187  C1 1.145
5 N 0.97436 0.15156 -0.08408  C6 1.333, C11 1.245
6 C 1.29534 1.32657 -0.62608  N5 1.333, N9 1.140
7 H 1.01046 -1.87001 -0.02099  C11 1.062
8 H -2.02761 0.89421 -0.39070  C1 1.116
9 N 1.44474 2.34708 -1.11120  C6 1.140
10 N -2.09704 -0.61202 0.97358  C1 1.265, N2 1.132
11 C 1.42098 -0.96683 -0.40014  Cl3 1.793, N5 1.245, H7 1.062

B | ORCA calculation (ωB97M-V/def2-TZVPD) on the molecule C3H3ClN4.

The HOMO energy comes out at -9.657 eV. Its HOMO-LUMO gap is 9.72 eV. The SMILES is [H]/N=C/c1nncn1Cl.

Last columns: bonded neighbours and bond lengths (Å).
Positions of all 11 atoms, in Å:
1 Cl 2.22665 -1.52860 -0.03474  N3 1.648
2 H -1.82105 0.72275 -0.01120  C8 1.121
3 N 1.65052 0.01438 0.00562  Cl1 1.648, C7 1.344, C9 1.585
4 H -2.08530 -1.82500 -0.09584  N11 1.109
5 N 0.25552 1.87836 -0.05171  C9 1.282, N10 1.338
6 H 3.41114 1.20664 -0.14914  C7 1.097
7 C 2.32687 1.17585 0.01343  N3 1.344, H6 1.097, N10 1.327
8 C -1.05800 -0.09729 -0.04052  H2 1.121, C9 1.424, N11 1.270
9 C 0.17936 0.60234 0.05050  N3 1.585, N5 1.282, C8 1.424
10 N 1.54211 2.24485 -0.02338  N5 1.338, C7 1.327
11 N -1.07750 -1.36681 -0.03604  H4 1.109, C8 1.270

Quick one: most stable of them? B